Record 1
{"formula": "CHF3", "method": "the ωB97M-V functional and the def2-TZVPD basis", "smiles": "FC(F)F", "total_charge": 0, "lumo_ev": 1.07, "relative_energy_ev": 0.157, "symbols": ["F", "C", "F", "F", "H"], "positions_angstrom": [[-0.30664, -0.47995, 1.17099], [0.08301, 0.06401, -0.01521], [0.73362, -0.89607, -0.68852], [-1.06169, 0.32610, -0.63205], [0.55171, 0.98591, 0.16479]]}


Record 2
{"formula": "C30H85N5O15", "method": "the ωB97M-V functional and the def2-TZVPD basis", "smiles": "COC[C@H](C)N.COC[C@H](C)N.COC[C@H](C)N.COC[C@H](C)N.COC[C@H](C)N.OCCO.OCCO.OCCO.OCCO.OCCO", "total_charge": 0, "lumo_ev": 0.55, "relative_energy_ev": 0.941, "symbols": ["C", "O", "C", "C", "C", "N", "H", "H", "H", "H", "H", "H", "H", "H", "H", "H", "H", "C", "O", "C", "C", "C", "N", "H", "H", "H", "H", "H", "H", "H", "H", "H", "H", "H", "C", "O", "C", "C", "C", "N", "H", "H", "H", "H", "H", "H", "H", "H", "H", "H", "H", "C", "O", "C", "C", "C", "N", "H", "H", "H", "H", "H", "H", "H", "H", "H", "H", "H", "C", "O", "C", "C", "C", "N", "H", "H", "H", "H", "H", "H", "H", "H", "H", "H", "H", "O", "C", "C", "O", "H", "H", "H", "H", "H", "H", "O", "C", "C", "O", "H", "H", "H", "H", "H", "H", "O", "C", "C", "O", "H", "H", "H", "H", "H", "H", "O", "C", "C", "O", "H", "H", "H", "H", "H", "H", "O", "C", "C", "O", "H", "H", "H", "H", "H", "H"], "positions_angstrom": [[-10.42708, -9.05026, 21.37726], [-11.66298, -8.95830, 20.67049], [-12.73198, -8.57506, 21.58708], [-13.93257, -8.17945, 20.66969], [-13.72446, -6.79528, 20.13175], [-15.14617, -8.30870, 21.45830], [-10.43349, -8.36149, 22.22543], [-9.61816, -8.67298, 20.72562], [-10.20358, -10.08063, 21.63501], [-12.95576, -9.38171, 22.29004], [-12.55525, -7.64910, 22.12807], [-13.96533, -8.88842, 19.77252], [-13.71144, -6.02508, 20.90595], [-14.51122, -6.54674, 19.44471], [-12.72192, -6.76172, 19.60472], [-15.31450, -9.30791, 21.66164], [-15.95372, -7.85213, 21.03082], [-14.33446, -10.96723, 17.46959], [-14.41641, -12.37447, 17.17477], [-14.20803, -12.57203, 15.77355], [-14.16867, -14.09378, 15.63985], [-12.96211, -14.62124, 16.44743], [-13.96171, -14.47952, 14.25211], [-14.75276, -10.95672, 18.45337], [-15.01407, -10.35341, 16.87504], [-13.33004, -10.71548, 17.46297], [-14.97311, -12.12869, 15.19241], [-13.22413, -12.15383, 15.47476], [-15.07854, -14.61641, 15.93824], [-13.22492, -14.47935, 17.50449], [-11.94693, -14.17705, 16.09233], [-12.93738, -15.66999, 16.32992], [-14.81111, -14.33130, 13.75021], [-13.13462, -13.98636, 13.82640], [-22.19519, -10.01385, 18.91263], [-20.94764, -9.70270, 19.54038], [-20.29686, -10.76078, 20.01038], [-18.83399, -10.36092, 20.31619], [-18.15491, -9.87156, 19.04211], [-18.13282, -11.56143, 20.74548], [-22.52357, -9.15669, 18.38672], [-22.95623, -10.40017, 19.58133], [-21.99300, -10.85172, 18.27492], [-20.72651, -11.16496, 20.93226], [-20.37228, -11.53758, 19.24736], [-18.78363, -9.60570, 21.15629], [-18.11561, -10.72784, 18.38644], [-17.20221, -9.37516, 19.26008], [-18.92579, -9.22882, 18.55226], [-17.92603, -12.22714, 19.98956], [-18.73247, -12.07238, 21.42759], [-7.31375, -11.47779, 21.44484], [-6.38597, -11.31752, 20.41748], [-6.92266, -10.90457, 19.22092], [-5.75660, -10.60669, 18.31474], [-6.22077, -10.43731, 16.84950], [-4.71918, -11.67778, 18.42399], [-7.92519, -10.58634, 21.65547], [-6.78502, -11.74755, 22.33806], [-8.14258, -12.17302, 21.15441], [-7.50895, -11.78561, 18.76244], [-7.58666, -10.03207, 19.18099], [-5.31184, -9.62871, 18.63367], [-6.80842, -9.57577, 16.61640], [-6.76426, -11.35419, 16.54444], [-5.37639, -10.44423, 16.16904], [-5.05209, -12.58954, 18.03517], [-4.52630, -11.91457, 19.40636], [-7.95802, -15.70082, 24.68219], [-8.53525, -15.91377, 23.41874], [-7.63407, -15.91368, 22.31150], [-8.17312, -16.92935, 21.28774], [-7.41230, -16.79898, 19.93362], [-9.62388, -16.88521, 21.05695], [-7.22513, -14.86184, 24.63771], [-7.34925, -16.61095, 24.98989], [-8.73953, -15.39508, 25.41090], [-7.60176, -14.84659, 21.89549], [-6.61523, -16.26695, 22.59212], [-7.85843, -17.94853, 21.68731], [-6.34499, -17.03618, 20.10251], [-7.47343, -15.86615, 19.34305], [-7.78222, -17.55109, 19.21023], [-10.18760, -17.17344, 21.85660], [-9.83609, -15.86747, 21.04605], [-16.68159, -13.73203, 18.11824], [-16.18017, -14.45859, 19.23621], [-17.32561, -15.36085, 19.60971], [-18.54913, -14.69468, 19.95873], [-15.89487, -13.21745, 17.72036], [-15.30243, -15.03079, 18.99472], [-16.01169, -13.73392, 20.02527], [-16.97408, -16.00743, 20.40634], [-17.66383, -16.01126, 18.76672], [-18.86029, -14.07905, 19.29002], [-11.53604, -10.08282, 16.10054], [-10.86088, -9.55348, 17.26344], [-9.93120, -8.45831, 16.94199], [-10.69498, -7.38159, 16.37066], [-12.34716, -9.57620, 15.94544], [-11.58217, -9.08821, 17.96948], [-10.39650, -10.42277, 17.74369], [-9.30920, -8.89515, 16.15432], [-9.25570, -8.11324, 17.72143], [-10.17522, -6.91457, 15.66397], [-15.66477, -11.26547, 22.02124], [-15.72252, -11.94618, 23.25140], [-14.66506, -12.92140, 23.42736], [-14.84919, -14.09994, 22.64969], [-16.48251, -11.36192, 21.48539], [-15.69169, -11.19500, 24.04790], [-16.64927, -12.46278, 23.31025], [-14.55968, -13.21773, 24.48361], [-13.76354, -12.40489, 23.09846], [-15.62808, -14.54253, 22.93479], [-12.98265, -18.68418, 19.23074], [-12.45625, -17.35119, 19.50392], [-13.02371, -16.81044, 20.90296], [-12.64000, -15.45068, 21.13251], [-12.64934, -18.93429, 18.37767], [-11.37128, -17.35015, 19.71038], [-12.73257, -16.69826, 18.67056], [-12.52486, -17.39307, 21.68074], [-14.12758, -16.90419, 20.99761], [-13.42797, -14.90217, 21.02121], [-11.32666, -12.91346, 22.08564], [-11.32768, -12.82289, 20.69287], [-12.42606, -12.02563, 20.09996], [-13.74130, -12.67606, 20.24318], [-11.61070, -13.81709, 22.30568], [-10.41960, -12.24426, 20.42605], [-11.22889, -13.82059, 20.26530], [-12.15408, -11.96799, 19.01251], [-12.52210, -10.92736, 20.46188], [-14.29406, -12.12826, 20.86613]]}


Record 3
{"formula": "C3H5N3", "method": "the ωB97M-V functional and the def2-TZVPD basis", "smiles": "[H]/N=C(/C#N)NC", "total_charge": 0, "lumo_ev": 0.53, "relative_energy_ev": 1.890, "symbols": ["H", "N", "C", "C", "N", "N", "C", "H", "H", "H", "H"], "positions_angstrom": [[0.12729, 1.99745, -0.04616], [-0.80509, 1.58548, -0.00324], [-0.88551, 0.29417, -0.00760], [-2.23785, -0.18762, -0.02340], [-3.35588, -0.47583, 0.00527], [0.11132, -0.67247, -0.07201], [1.53464, -0.31052, 0.03398], [-0.17077, -1.61677, 0.18314], [1.71997, 0.74087, -0.60253], [2.08689, -1.20350, -0.63240], [1.87500, -0.15126, 1.16495]]}


Record 4
{"formula": "C46H61N2O3SiTa", "method": "the ωB97M-V functional and the def2-TZVPD basis", "total_charge": 2, "lumo_ev": -6.79, "symbols": ["Ta", "C", "C", "C", "C", "C", "C", "C", "C", "C", "C", "C", "C", "C", "C", "C", "C", "C", "H", "H", "H", "H", "H", "H", "H", "H", "H", "H", "H", "H", "H", "H", "H", "H", "H", "H", "H", "H", "H", "H", "H", "H", "H", "H", "H", "H", "H", "N", "C", "C", "C", "C", "C", "C", "C", "C", "C", "C", "C", "C", "H", "H", "H", "H", "H", "H", "H", "H", "H", "H", "C", "O", "C", "C", "C", "C", "C", "C", "N", "C", "C", "C", "C", "C", "C", "C", "O", "H", "H", "H", "H", "H", "H", "H", "H", "H", "H", "H", "H", "H", "C", "Si", "C", "C", "O", "H", "H", "H", "H", "H", "H", "H", "H", "H"], "positions_angstrom": [[-0.08528, -1.19174, -0.54775], [1.50988, -1.94949, 1.48344], [2.63965, -1.24244, 1.06380], [2.80079, -1.45342, -0.31005], [1.81602, -2.35114, -0.69439], [1.03752, -2.85057, 0.45561], [0.58486, -4.33520, 0.59427], [1.88831, -5.18636, 0.60855], [-0.08536, -4.81657, -0.72974], [-0.11591, -4.53919, 1.93234], [4.02647, -1.33328, -1.25265], [3.60983, -1.02857, -2.68434], [4.85014, -2.66258, -1.40520], [5.06940, -0.20677, -0.92945], [3.55887, -0.60005, 2.10878], [3.81472, 0.87777, 1.77558], [4.84168, -1.42497, 2.38457], [2.89290, -0.54904, 3.49796], [1.18201, -1.91787, 2.49013], [1.78253, -2.82174, -1.65976], [2.20015, -5.42287, -0.43058], [1.70919, -6.14091, 1.05648], [2.76878, -4.70318, 1.13387], [0.60111, -4.81640, -1.61213], [-1.04110, -4.32657, -0.96868], [-0.25275, -5.93299, -0.60220], [0.67863, -4.59265, 2.72939], [-0.68354, -5.51530, 1.94595], [-0.82263, -3.77883, 2.22836], [3.20099, -1.86423, -3.25698], [4.48452, -0.67797, -3.30030], [2.78213, -0.26662, -2.70275], [5.08806, -2.82290, -2.46444], [4.31257, -3.57916, -1.05144], [5.82243, -2.66817, -0.86036], [4.44261, 0.70371, -0.91636], [5.70854, -0.11722, -1.81520], [5.67307, -0.29362, 0.01611], [4.59974, 1.03216, 0.99798], [4.04521, 1.44711, 2.66404], [2.87491, 1.30375, 1.39340], [5.36644, -1.64509, 1.46322], [4.57052, -2.38821, 2.79649], [5.52868, -0.90415, 3.09780], [1.86800, -0.17618, 3.48775], [3.52752, 0.10821, 4.08297], [2.89805, -1.46542, 4.06832], [-3.36141, 1.27770, -1.98296], [-2.32059, 2.16055, -2.05497], [-2.66334, 3.52832, -1.70506], [-1.86272, 4.56887, -2.14285], [-0.93073, 4.29605, -3.13452], [-0.53181, 3.00973, -3.42975], [-1.11260, 1.88568, -2.84765], [-0.49967, 0.59982, -3.12930], [0.38197, 0.50711, -4.19689], [0.73403, -0.63400, -4.84851], [0.27368, -1.84860, -4.35352], [-0.55688, -1.83244, -3.22004], [-0.76181, -0.63259, -2.45514], [-3.90404, 1.29531, -1.14450], [-3.28056, 0.35683, -2.40326], [-3.58965, 3.74063, -1.17360], [-2.01206, 5.58009, -1.74156], [-0.37476, 5.11025, -3.64407], [0.27851, 2.89666, -4.15714], [0.87314, 1.43566, -4.53938], [1.34572, -0.49015, -5.73653], [0.53135, -2.82430, -4.80492], [-1.01627, -2.71600, -2.82461], [-3.15278, 6.39451, 2.01794], [-3.28744, 4.96153, 1.64685], [-3.59583, 4.00195, 2.57311], [-4.35423, 4.34175, 3.65372], [-5.15818, 3.39046, 4.34510], [-4.86637, 2.06987, 4.05376], [-3.81357, 1.73265, 3.19101], [-3.15417, 2.67059, 2.44697], [-2.04335, 2.33312, 1.59767], [-0.94546, 3.10988, 1.53697], [0.09453, 3.06680, 0.54543], [0.67255, 4.28159, 0.17043], [1.71513, 4.37262, -0.73743], [2.24579, 3.21848, -1.33570], [1.53135, 2.00603, -1.16213], [0.51013, 1.88835, -0.20878], [-0.03627, 0.60898, 0.08946], [-2.80845, 6.55596, 3.02667], [-4.11719, 6.94748, 1.85305], [-2.42300, 6.83914, 1.37323], [-4.41698, 5.40272, 3.86564], [-5.89560, 3.67903, 5.11551], [-5.47174, 1.24434, 4.44123], [-3.50286, 0.69179, 3.16702], [-1.96934, 1.34026, 1.39070], [-0.83023, 3.99078, 2.20447], [0.34209, 5.19822, 0.72201], [2.13657, 5.30606, -1.00492], [3.06596, 3.32708, -2.00287], [1.79457, 1.12285, -1.68638], [-3.44247, -4.37117, 0.23521], [-3.33936, -2.49036, 0.21844], [-4.42673, -1.90584, -1.24199], [-3.88759, -1.66104, 1.84886], [-1.85623, -1.89395, -0.16438], [-4.58491, -4.63962, 0.33995], [-2.90532, -4.80096, 1.09151], [-3.10630, -4.90656, -0.67309], [-5.00078, -2.58687, -1.85953], [-3.77418, -1.36185, -1.93128], [-5.10933, -1.17933, -0.79598], [-4.94457, -1.47527, 1.70909], [-3.33307, -0.70215, 1.89363], [-3.76516, -2.30421, 2.74808]]}